# C10H20Br4Cl12

A 8-piece molecular cluster, C10H20Br4Cl12 overall at a distorted geometry (ωB97M-V/def2-TZVPD, the Open Molecules 2025 dataset).

Output
E_tot = -16211.36559 Ha
charge = 0
gap between HOMO and LUMO = 10.0 eV
molar mass = 885.322 g mol⁻¹

Bonds (Å) are listed after each position.
Cartesian coordinates (Å):
1 H -0.33 4.13 -1.51  C11 1.083
2 C 2.54 -1.32 -1.76  H7 1.083, Br12 1.998, H20 1.084, C27 1.520
3 Cl 1.35 5.06 2.58  C36 1.789
4 Cl -1.57 -3.44 -0.84  C40 1.780
5 Cl 3.35 3.67 0.90  C36 1.786
6 Cl -4.11 -0.33 4.37  C37 1.786
7 H 3.11 -2.22 -1.90  C2 1.083
8 Cl -2.38 -3.20 -5.17  C16 1.760
9 Br 0.23 1.36 -0.83  C29 1.958
10 Br 4.91 -0.02 -2.65  C27 1.970
11 C -1.23 4.72 -1.64  H1 1.083, Cl17 1.802, H30 1.084, Cl34 1.771
12 Br 1.70 -1.06 -3.56  C2 1.998
13 H 1.99 2.78 2.52  C36 1.080
14 H -2.08 0.83 0.03  C29 1.088
15 H -0.27 -5.36 -0.40  C40 1.089
16 C -3.32 -2.37 -3.93  Cl8 1.760, Cl18 1.750, H31 1.086, H45 1.085
17 Cl -0.76 6.46 -1.58  C11 1.802
18 Cl -2.54 -0.95 -3.29  C16 1.750
19 Cl 0.68 -3.64 1.02  C40 1.781
20 H 1.75 -1.46 -1.04  C2 1.084
21 Cl -3.91 -1.48 1.69  C37 1.814
22 H 0.27 -0.55 1.33  C42 1.084
23 H 4.87 -0.42 3.52  C46 1.085
24 H 0.99 3.26 1.08  C36 1.082
25 H 3.93 -0.35 -0.38  C27 1.086
26 H -1.50 -0.83 1.77  C42 1.083
27 C 3.45 -0.17 -1.34  C2 1.520, Br10 1.970, H25 1.086, H35 1.083
28 H 5.02 -0.01 1.79  C46 1.085
29 C -1.18 0.23 -0.07  Br9 1.958, H14 1.088, H33 1.086, C42 1.512
30 H -1.63 4.51 -2.62  C11 1.084
31 H -3.44 -3.10 -3.14  C16 1.086
32 Cl 2.84 0.19 2.47  C46 1.753
33 H -1.37 -0.58 -0.76  C29 1.086
34 Cl -2.40 4.33 -0.37  C11 1.771
35 H 3.02 0.82 -1.33  C27 1.083
36 C 1.79 3.53 1.76  Cl3 1.789, Cl5 1.786, H13 1.080, H24 1.082
37 C -4.70 -0.18 2.69  Cl6 1.786, Cl21 1.814, H38 1.080, H43 1.081
38 H -5.75 -0.39 2.78  C37 1.080
39 H -1.20 -5.05 0.96  C40 1.089
40 C -0.62 -4.52 0.20  Cl4 1.780, H15 1.089, Cl19 1.781, H39 1.089
41 Cl 4.43 -2.28 2.32  C46 1.759
42 C -0.75 -0.19 1.32  H22 1.084, H26 1.083, C29 1.512, Br44 1.978
43 H -4.39 0.75 2.25  C37 1.081
44 Br -0.92 1.40 2.49  C42 1.978
45 H -4.29 -2.04 -4.27  C16 1.085
46 C 4.43 -0.53 2.53  H23 1.085, H28 1.085, Cl32 1.753, Cl41 1.759